[1]
Molecular formula: C42H56N5O8PSSbSr
Method: DFT, ωB97M-V/def2-TZVPD

Last column: Mulliken spin population.
CARTESIAN COORDINATES (ANGSTROEM)
Sr 0.14588 -0.51691 0.50096  0.008
O 2.66703 -5.90420 1.87926  0.272
C 2.43487 -4.70483 1.63741  0.118
C 2.68531 -3.95049 0.43356  0.246
O 3.17307 -4.31790 -0.66053  0.261
C 2.19294 -2.52574 0.68030  -0.015
C 1.78102 -2.44402 2.00855  0.117
O 1.18061 -1.30306 2.57973  -0.002
C 1.77105 -3.73794 2.63217  0.016
O 1.29526 -4.02648 3.72238  -0.012
O 2.13016 -1.63937 -0.23097  -0.022
C -1.44085 -4.44838 -1.91046  -0.006
C -2.81567 -4.31610 -2.09567  0.000
C -3.48999 -3.31923 -1.40928  0.000
C -2.78781 -2.43678 -0.57082  0.002
C -1.38824 -2.48671 -0.41247  -0.040
C -0.76396 -3.55155 -1.08988  0.005
C -3.56377 -1.42790 0.18982  0.000
C -4.91206 -1.71776 0.57764  0.000
C -5.64087 -0.81691 1.27290  0.000
C -5.07100 0.43705 1.59464  0.000
C -5.76785 1.44991 2.28620  0.000
C -5.16846 2.65050 2.54658  0.000
C -3.84339 2.87881 2.12214  0.000
C -3.13559 1.90706 1.46843  0.002
C -3.73062 0.65165 1.19013  -0.001
N -2.99309 -0.28936 0.53059  0.000
H -0.89667 -5.24131 -2.41489  0.002
H -3.35337 -4.98332 -2.76026  0.000
H -4.56269 -3.21265 -1.56444  0.000
H 0.30936 -3.68763 -0.99153  0.024
H -5.32380 -2.68934 0.34342  0.000
H -6.65407 -1.04062 1.59177  0.000
H -6.78998 1.26039 2.59724  0.000
H -5.70963 3.42885 3.07099  0.000
H -3.37556 3.83584 2.31990  0.000
H -2.11958 2.06843 1.12138  -0.001
C 3.10501 3.16716 1.40448  0.000
C 3.33891 1.72420 1.02865  0.001
C 4.66308 1.36234 0.40314  0.000
O 2.50942 0.87146 1.22315  -0.001
H 4.02691 3.65624 1.72619  0.000
H 2.33685 3.21527 2.17634  0.000
H 2.71673 3.68372 0.52040  0.000
H 5.41013 1.29388 1.20040  0.000
H 4.98868 2.12959 -0.30369  0.000
H 4.57701 0.39250 -0.08557  0.000
O 0.71033 3.37843 -0.82499  0.000
N 0.10195 2.82173 0.08424  0.000
O -0.42335 1.70018 -0.21850  0.000
C -1.05100 1.98878 6.84357  0.000
N -0.10212 0.80030 6.71553  0.000
C -0.93619 -0.45892 6.41442  0.000
N -1.82806 -0.26305 5.33380  0.000
C -2.64938 0.92840 5.51333  0.000
N -1.85031 2.13973 5.68743  0.000
C -0.99915 2.37188 4.46845  0.000
P 0.30865 0.92209 3.92703  0.007
C 0.96163 1.05794 5.67716  0.001
C -1.13245 -0.28604 4.03045  0.001
H -0.42496 2.86622 7.00709  0.000
H -1.67039 1.79694 7.72254  0.000
H 0.35595 0.64729 7.61164  0.000
H -1.48232 -0.66816 7.33697  0.000
H -0.22635 -1.25628 6.19223  0.000
H -3.27988 0.79374 6.39822  0.000
H -3.28755 1.04881 4.63920  0.000
H -0.43822 3.30054 4.63722  0.000
H -1.67740 2.56034 3.63465  0.000
H 1.32854 2.06959 5.85911  0.000
H 1.76813 0.34057 5.83044  0.000
H -0.80896 -1.30690 3.83562  0.002
H -1.87024 -0.00776 3.27424  -0.002
C 3.47535 2.21900 -3.05355  0.000
C 2.31266 1.98704 -4.02405  0.000
C 1.42541 3.23079 -3.98362  0.000
C 2.84641 1.79011 -5.43826  0.000
Sb 1.20493 0.27664 -3.13623  -0.005
C -0.71674 0.32501 -4.23425  0.000
C -1.36146 -1.05019 -4.04186  0.000
C -0.63725 0.63789 -5.72488  0.000
C -1.59042 1.36787 -3.52952  0.000
C 2.23302 -1.45696 -4.04512  0.003
C 2.02251 -1.68239 -5.54077  0.000
C 3.72216 -1.27254 -3.73505  0.001
C 1.76208 -2.68817 -3.27239  0.005
H 4.07548 3.08000 -3.38684  0.000
H 4.13569 1.35097 -2.98374  0.000
H 3.09298 2.43850 -2.05016  0.000
H 2.03596 4.11623 -4.22197  0.000
H 0.99127 3.37496 -2.99097  0.000
H 0.61988 3.18506 -4.71610  0.000
H 3.37914 2.70046 -5.75592  0.000
H 2.04336 1.60924 -6.15619  0.000
H 3.54908 0.95961 -5.50113  0.000
H -0.83893 -1.82859 -4.60297  0.000
H -2.39944 -1.01940 -4.40451  0.000
H -1.38974 -1.35391 -2.99182  0.000
H -0.05887 -0.11267 -6.26629  0.000
H -0.19396 1.61365 -5.92286  0.000
H -1.65347 0.64646 -6.14988  0.000
H -1.63932 1.19345 -2.45270  0.000
H -2.61297 1.31940 -3.93408  0.000
H -1.21941 2.38351 -3.67557  0.000
H 2.27076 -0.80978 -6.14763  0.000
H 0.98999 -1.96511 -5.75727  0.000
H 2.66154 -2.51470 -5.87135  0.000
H 4.16549 -0.42429 -4.26193  0.000
H 4.26700 -2.17753 -4.03449  -0.001
H 3.87699 -1.15097 -2.65795  0.000
H 0.69698 -2.88977 -3.40732  -0.003
H 1.97296 -2.58955 -2.20769  -0.007
H 2.32265 -3.56726 -3.61936  0.000
S 3.02476 -1.13266 4.45578  0.010
C 1.59788 -0.73418 3.72096  0.010

Its molar mass is 1031.4 g mol⁻¹. The charge is -2. Its spin multiplicity is 2. The value obtained for the orbital gap (spin up / spin down) is 0.1066 / 0.1752 Ha. For the total energy, the calculation gives -95786.764 eV. Its HOMO energy (spin up / spin down) is 0.22 / -1.65 eV. As for the expectation value of S²: 0.77. Its energy above the lowest of the compared OMol25 structures with the same formula, charge and spin is 0.00 kcal per mole.

[2]
Molecular formula: C42H57Br2InN4O5Si
Method: DFT, ωB97M-V/def2-TZVPD

Last column: Löwdin charge in e.
CARTESIAN COORDINATES (ANGSTROEM)
In -0.85774 0.73166 -0.28100  0.650
O -2.67370 3.02413 2.63632  0.123
C -2.39931 2.36761 1.66248  -0.552
O -1.19349 2.14070 1.21530  -0.144
C -3.53007 1.74332 0.84926  -0.160
C -4.85051 2.00640 1.17428  0.042
C -5.85054 1.43935 0.40232  -0.006
C -5.49772 0.63028 -0.67038  -0.020
C -4.15654 0.41603 -0.92569  -0.105
N -3.19092 0.95798 -0.17888  0.043
H -5.05542 2.65033 2.01765  0.136
H -6.89152 1.63012 0.62646  0.126
H -6.24721 0.17846 -1.30529  0.118
H -3.83431 -0.18684 -1.76540  0.098
C 2.28147 1.42617 -2.29121  -0.067
O 1.04925 0.71903 -2.17278  -0.216
C 0.74622 -0.18023 -3.14362  -0.209
C 1.50280 -0.38737 -4.26904  -0.027
C 1.07939 -1.31168 -5.22968  -0.679
Br 2.13352 -1.58324 -6.76310  0.815
C -0.08489 -2.00522 -5.05700  -0.070
C -0.85952 -1.80044 -3.89823  -0.059
C -0.45051 -0.89606 -2.90595  -0.236
O -1.15773 -0.69132 -1.79971  -0.157
C -2.10525 -2.52174 -3.75313  -0.147
N -2.88462 -2.50487 -2.66974  0.207
C -4.01811 -3.28464 -2.88149  -0.154
C -5.11150 -3.57621 -2.07705  0.001
C -6.07747 -4.39717 -2.62656  -0.053
C -5.95661 -4.90957 -3.92622  -0.049
C -4.86615 -4.62029 -4.72407  0.015
C -3.89914 -3.79455 -4.16906  -0.151
N -2.69780 -3.29586 -4.67413  0.215
H 2.32266 1.96695 -3.23702  0.094
H 3.12419 0.73750 -2.20813  0.115
H 2.30480 2.13181 -1.46726  0.075
H 2.41879 0.16053 -4.43538  0.114
H -0.38578 -2.71848 -5.81185  0.106
H -2.60220 -1.95091 -1.86876  0.103
H -5.20222 -3.18755 -1.07147  0.112
H -6.94870 -4.65547 -2.04061  0.117
H -6.73786 -5.54861 -4.31356  0.119
H -4.77521 -5.01903 -5.72508  0.126
H -2.32792 -3.48134 -5.59136  0.173
C -0.80997 -2.48363 2.67941  -0.148
C -1.72349 -3.30720 1.77103  -0.120
C -2.11136 -2.31623 0.67016  -0.155
O -1.70763 -1.00043 1.12131  -0.250
C -1.39470 -1.09559 2.53146  -0.171
H 0.21391 -2.49298 2.30299  0.099
H -0.81421 -2.83359 3.70949  0.130
H -2.60564 -3.64100 2.31603  0.122
H -1.22504 -4.18389 1.36328  0.123
H -3.19156 -2.30253 0.49594  0.121
H -1.58534 -2.51391 -0.26133  0.106
H -2.32283 -0.99184 3.10118  0.147
H -0.73163 -0.27026 2.77843  0.076
C 4.43246 2.18454 0.83486  -0.098
C 4.68310 1.18005 1.96545  -0.623
C 5.71692 1.78950 2.94471  -0.066
C 5.27252 -0.08761 1.33292  -0.085
Si 3.17132 0.80486 3.03873  0.902
Br 1.44193 0.28876 0.84646  0.599
C 2.22299 2.23891 3.82785  -0.612
C 2.82327 2.37465 5.24943  -0.070
C 2.43463 3.56243 3.08212  -0.082
C 0.70789 2.01799 3.93449  -0.090
C 3.08707 -0.89653 3.86538  -0.607
C 1.80711 -1.06475 4.69105  -0.081
C 3.19374 -2.08638 2.89544  -0.096
C 4.29822 -0.93962 4.82931  -0.069
H 5.36676 2.30005 0.27843  0.100
H 4.14310 3.17071 1.19021  0.067
H 3.67269 1.82642 0.14633  0.010
H 6.64248 1.97710 2.39366  0.104
H 5.96490 1.12479 3.77387  0.076
H 5.38588 2.74373 3.35781  0.074
H 6.12278 0.20447 0.71121  0.097
H 4.55297 -0.60445 0.69502  0.076
H 5.64877 -0.79007 2.07567  0.071
H 3.90114 2.55766 5.23785  0.082
H 2.63087 1.50515 5.87714  0.068
H 2.35632 3.23523 5.73559  0.103
H 3.47949 3.87253 3.05399  0.072
H 1.88149 4.34075 3.61350  0.100
H 2.04547 3.52058 2.06328  0.083
H 0.44224 1.15931 4.55039  0.070
H 0.24002 1.91718 2.95955  0.023
H 0.27409 2.90228 4.40881  0.105
H 0.91789 -1.02563 4.06851  0.048
H 1.70945 -0.32206 5.48108  0.073
H 1.83829 -2.04540 5.17403  0.102
H 2.51792 -2.00517 2.04496  0.024
H 2.93276 -2.99385 3.44668  0.096
H 4.20203 -2.22351 2.51247  0.069
H 4.27793 -0.14115 5.57433  0.082
H 5.25157 -0.89612 4.30250  0.070
H 4.27057 -1.88862 5.37184  0.104
N -1.21074 2.56982 -1.73351  0.091
C -0.95928 2.55756 -3.15596  -0.288
C -1.73783 1.74580 -3.96855  -0.035
C -1.47622 1.68276 -5.32869  -0.058
C -0.44331 2.42998 -5.87746  -0.062
C 0.31133 3.26090 -5.06211  -0.056
C 0.05303 3.33003 -3.69937  -0.039
H -0.73429 3.35041 -1.28834  0.119
H -2.20383 2.70809 -1.56540  0.106
H -2.54897 1.16983 -3.53660  0.112
H -2.08285 1.04943 -5.96314  0.115
H -0.23699 2.37694 -6.93772  0.115
H 1.09426 3.87424 -5.48854  0.118
H 0.63728 3.98890 -3.06606  0.125

Its molar mass is 1000.7 g mol⁻¹. The charge is +2. The value obtained for the orbital gap is 0.2889 Ha. For the total energy, the calculation gives -213805.713 eV. Its HOMO energy is -12.89 eV. Its energy above the lowest of the compared OMol25 structures with the same formula, charge and spin is 17.57 kcal per mole.